[1]
{"formula": "C4H16O3", "method": "ωB97M-V/def2-TZVPD", "symbols": ["C", "C", "C", "C", "H", "H", "H", "H", "H", "H", "H", "H", "H", "H", "H", "H", "O", "H", "H", "O", "H", "H", "O"], "xyz": [[1.394, -2.172, 1.485], [1.092, -0.693, 1.640], [-0.188, -0.292, 0.883], [-0.382, 1.202, 1.120], [0.955, -2.757, 2.342], [2.450, -2.279, 1.588], [1.146, -2.626, 0.540], [2.018, -0.155, 1.466], [0.771, -0.534, 2.717], [-1.107, -0.752, 1.332], [-0.133, -0.444, -0.175], [-1.274, 1.664, 0.678], [0.525, 1.758, 0.924], [-0.876, 1.479, 2.060], [-1.226, 1.545, -1.826], [0.265, 1.171, -2.140], [-0.381, 1.335, -1.416], [1.235, -0.040, -3.334], [2.598, 0.755, -3.149], [1.749, 0.526, -2.727], [-4.015, 0.722, -0.718], [-2.843, 0.321, -1.767], [-3.773, 0.266, -1.524]], "lumo_ha": [0.126, 0.122], "total_charge": -1, "spin_multiplicity": 2, "e_above_lowest_kcal_mol": 34.1}

***

[2]
{"formula": "C26H31F3NOSSb2Sn", "method": "ωB97M-V/def2-TZVPD", "symbols": ["Sn", "C", "Sb", "C", "C", "C", "C", "C", "C", "C", "C", "C", "Sb", "C", "C", "H", "H", "H", "H", "H", "H", "H", "H", "H", "H", "H", "H", "H", "H", "H", "H", "H", "H", "H", "H", "F", "C", "F", "F", "C", "C", "C", "C", "N", "C", "S", "H", "H", "H", "C", "C", "O", "C", "C", "C", "C", "C", "C", "H", "H", "H", "H", "H", "H", "H", "H"], "xyz": [[0.113, -0.045, -0.191], [4.585, -1.022, -0.413], [2.999, 0.357, -0.557], [3.216, 1.042, -2.536], [3.658, 2.022, 0.711], [3.788, 3.207, -0.169], [4.940, 3.394, -0.940], [5.017, 4.424, -1.854], [3.919, 5.267, -2.048], [2.783, 5.104, -1.280], [2.722, 4.114, -0.294], [1.583, 4.116, 0.658], [-0.110, 2.868, 0.059], [-1.787, 3.714, 1.024], [-0.454, 3.549, -1.907], [5.440, -0.548, -0.896], [4.336, -1.942, -0.939], [4.798, -1.242, 0.630], [4.246, 1.361, -2.682], [2.541, 1.869, -2.751], [2.996, 0.206, -3.200], [4.603, 1.622, 1.078], [2.931, 2.090, 1.512], [5.786, 2.729, -0.801], [5.924, 4.581, -2.422], [3.975, 6.067, -2.774], [1.952, 5.791, -1.398], [1.055, 5.071, 0.663], [1.792, 3.792, 1.672], [-1.712, 4.789, 0.860], [-1.805, 3.495, 2.088], [-2.694, 3.348, 0.551], [-0.800, 4.580, -1.840], [-1.230, 2.946, -2.375], [0.454, 3.500, -2.506], [-3.641, -4.291, -1.416], [-3.335, -3.935, -0.173], [-2.153, -4.483, 0.145], [-4.257, -4.414, 0.653], [-3.271, -2.421, -0.063], [-4.453, -1.708, 0.099], [-4.446, -0.320, 0.161], [-3.234, 0.325, 0.085], [-2.091, -0.360, -0.064], [-2.090, -1.706, -0.160], [-0.460, -2.355, -0.416], [-5.386, -2.252, 0.184], [-5.362, 0.246, 0.260], [-3.152, 1.400, 0.142], [-0.087, -0.177, 4.124], [0.589, -0.776, 2.936], [0.500, -0.106, 1.852], [1.318, -2.013, 3.033], [1.355, -2.696, 4.261], [2.049, -3.885, 4.378], [2.710, -4.407, 3.274], [2.689, -3.741, 2.047], [2.002, -2.555, 1.929], [-0.555, 0.765, 3.855], [0.625, -0.014, 4.934], [-0.848, -0.864, 4.501], [0.835, -2.306, 5.125], [2.072, -4.407, 5.324], [3.250, -5.341, 3.366], [3.204, -4.166, 1.195], [1.990, -2.042, 0.978]], "lumo_ha": -0.400, "total_charge": 3}

***

[3]
{"formula": "C44H65B2N4O24PSi", "method": "ωB97M-V/def2-TZVPD", "symbols": ["C", "C", "C", "C", "N", "C", "C", "C", "O", "Si", "C", "C", "C", "O", "C", "C", "C", "N", "C", "C", "C", "C", "O", "O", "N", "B", "O", "C", "C", "P", "N", "O", "O", "B", "C", "O", "H", "H", "H", "H", "H", "H", "H", "H", "H", "H", "H", "H", "H", "H", "H", "H", "H", "H", "H", "H", "H", "H", "H", "H", "H", "H", "H", "H", "H", "H", "H", "H", "H", "H", "H", "H", "H", "H", "H", "H", "H", "H", "H", "H", "H", "H", "H", "H", "H", "C", "C", "C", "O", "C", "C", "C", "O", "O", "O", "H", "H", "H", "H", "C", "C", "C", "O", "C", "C", "C", "O", "O", "O", "H", "H", "H", "H", "C", "C", "C", "O", "C", "C", "C", "O", "O", "O", "H", "H", "H", "H", "C", "C", "C", "O", "C", "C", "C", "O", "O", "O", "H", "H", "H", "H"], "xyz": [[0.104, 1.571, 0.605], [1.399, 0.669, 0.792], [1.705, -0.358, -0.382], [0.438, -1.073, -1.044], [-0.355, -0.329, -2.020], [0.387, 0.112, -3.246], [1.395, -0.980, -3.809], [0.757, -2.328, -4.356], [-0.233, -2.955, -3.515], [-1.122, -4.206, -4.316], [-1.371, -5.703, -3.111], [-0.271, -4.925, -5.871], [-2.874, -3.475, -4.709], [0.945, 1.406, -2.894], [1.799, 2.035, -3.846], [3.357, 1.720, -3.669], [3.948, 1.998, -2.213], [4.891, 0.959, -1.716], [1.470, 3.642, -3.758], [2.552, 4.553, -4.495], [2.567, 4.530, -6.086], [3.060, 3.190, -6.760], [2.369, 2.325, -7.306], [4.477, 2.982, -6.792], [1.521, 3.962, -2.301], [0.705, 5.127, -1.853], [1.162, 6.502, -2.086], [-0.718, 5.019, -1.040], [-0.857, 6.125, 0.120], [-0.195, 3.953, -4.601], [-0.424, 5.495, -5.002], [-1.539, 3.492, -3.686], [-0.274, 3.117, -6.109], [-0.836, 0.205, -4.361], [-2.412, 0.364, -3.941], [-0.587, 0.103, -5.779], [-0.805, 0.877, 0.739], [-0.017, 2.390, 1.378], [0.054, 1.943, -0.464], [1.384, 0.150, 1.807], [2.296, 1.389, 0.839], [2.320, -1.205, 0.098], [2.354, 0.039, -1.219], [-0.266, -1.327, -0.169], [0.811, -2.099, -1.393], [-0.918, 0.433, -1.640], [2.219, -1.289, -3.070], [1.978, -0.550, -4.702], [1.627, -3.077, -4.452], [0.340, -2.246, -5.424], [-0.358, -6.182, -2.968], [-1.839, -5.293, -2.165], [-2.068, -6.417, -3.677], [0.743, -5.393, -5.673], [-0.098, -4.058, -6.605], [-0.955, -5.651, -6.422], [-2.727, -2.425, -5.125], [-3.432, -3.460, -3.721], [-3.463, -4.135, -5.428], [1.583, 1.778, -4.949], [4.020, 2.303, -4.401], [3.599, 0.621, -3.905], [4.432, 3.039, -2.225], [3.058, 2.076, -1.493], [5.103, 0.252, -2.427], [5.762, 1.449, -1.466], [3.632, 4.355, -4.160], [2.379, 5.653, -4.213], [3.332, 5.330, -6.400], [1.604, 4.835, -6.594], [4.655, 2.019, -6.798], [2.503, 4.261, -2.134], [1.813, 6.640, -1.357], [-1.530, 5.279, -1.811], [-0.881, 3.999, -0.575], [-0.474, 5.765, 1.124], [-1.980, 6.340, 0.219], [-0.376, 7.118, -0.136], [-0.506, 5.570, -6.028], [-1.272, 2.933, -2.919], [-1.237, 2.914, -6.183], [-2.766, -0.686, -3.638], [-3.045, 0.648, -4.849], [-2.580, 1.076, -3.077], [-1.415, 0.310, -6.260], [0.715, -4.994, 2.666], [0.961, -6.265, 2.991], [1.124, -7.317, 1.947], [1.367, -8.463, 2.281], [0.979, -6.921, 0.543], [0.729, -5.650, 0.218], [0.593, -4.594, 1.262], [0.383, -3.442, 0.927], [0.589, -5.269, -1.078], [1.074, -6.654, 4.287], [0.597, -4.221, 3.414], [1.082, -7.697, -0.203], [0.416, -4.307, -1.050], [1.253, -7.613, 4.255], [-2.205, -3.450, 5.163], [-3.449, -3.294, 5.621], [-3.771, -2.283, 6.669], [-4.922, -2.157, 7.049], [-2.673, -1.477, 7.207], [-1.428, -1.635, 6.752], [-1.111, -2.626, 5.685], [0.035, -2.729, 5.281], [-0.399, -0.898, 7.240], [-4.473, -4.050, 5.152], [-1.958, -4.178, 4.402], [-2.917, -0.759, 7.979], [0.390, -1.198, 6.750], [-5.264, -3.746, 5.637], [6.408, 0.109, 3.168], [5.915, 0.686, 2.069], [5.594, 2.143, 2.033], [5.163, 2.641, 1.007], [5.811, 2.925, 3.254], [6.301, 2.346, 4.353], [6.647, 0.896, 4.380], [7.109, 0.408, 5.397], [6.505, 3.054, 5.492], [5.686, -0.029, 0.940], [6.647, -0.945, 3.207], [5.558, 3.976, 3.221], [6.863, 2.413, 6.135], [5.329, 0.615, 0.288], [-7.654, -0.304, 7.735], [-8.874, -0.668, 8.136], [-9.797, 0.300, 8.796], [-10.910, -0.065, 9.131], [-9.316, 1.666, 9.019], [-8.095, 2.029, 8.621], [-7.182, 1.069, 7.937], [-6.081, 1.443, 7.572], [-7.632, 3.290, 8.822], [-9.326, -1.936, 7.960], [-6.975, -0.995, 7.254], [-9.988, 2.354, 9.515], [-6.731, 3.298, 8.446], [-10.229, -1.942, 8.331]], "lumo_ha": -0.064, "total_charge": 0}

***

[4]
{"formula": "C17H12N2O3S2", "method": "ωB97M-V/def2-TZVPD", "symbols": ["O", "N", "O", "O", "S", "S", "C", "C", "C", "C", "C", "C", "C", "C", "C", "C", "C", "C", "C", "C", "C", "C", "N", "C", "H", "H", "H", "H", "H", "H", "H", "H", "H", "H", "H", "H"], "xyz": [[3.359, -1.150, -1.926], [-1.377, -2.480, 0.003], [-2.650, -0.680, 0.021], [1.325, -0.184, -1.301], [-3.399, -4.466, 1.208], [4.309, 1.552, -3.177], [2.671, -0.178, -1.666], [-2.541, -1.981, 0.240], [-1.401, -0.339, -0.413], [-5.043, -4.551, 1.833], [4.276, 3.253, -2.816], [-5.704, -3.364, 1.720], [3.539, 3.477, -1.675], [-4.893, -2.312, 1.117], [0.801, 3.006, 1.757], [1.182, 1.637, 2.085], [-3.622, -2.785, 0.793], [3.261, 1.152, -1.818], [1.562, 3.366, 0.679], [2.144, 1.224, 1.170], [3.021, 2.263, -1.020], [-0.615, -1.438, -0.448], [2.298, 2.274, 0.232], [0.804, -1.485, -0.925], [-1.124, 0.638, -0.775], [-5.493, -5.473, 2.256], [4.801, 4.024, -3.395], [-6.772, -3.273, 1.993], [3.429, 4.477, -1.325], [-5.212, -1.284, 0.996], [0.063, 3.603, 2.291], [0.705, 1.041, 2.848], [1.453, 4.320, 0.211], [2.592, 0.244, 1.097], [0.849, -2.165, -1.756], [1.402, -1.965, -0.117]], "lumo_ha": 0.004, "total_charge": 0}

***

[5]
{"formula": "C32H30IN3OPbSSb", "method": "ωB97M-V/def2-TZVPD", "symbols": ["Pb", "C", "N", "C", "C", "C", "C", "C", "N", "C", "C", "C", "C", "C", "C", "H", "H", "H", "H", "H", "H", "H", "H", "H", "H", "H", "S", "Sb", "C", "C", "C", "C", "C", "C", "C", "C", "C", "C", "C", "C", "C", "C", "C", "C", "C", "C", "H", "H", "H", "H", "H", "H", "H", "H", "H", "H", "H", "H", "H", "H", "H", "N", "C", "O", "C", "I", "H", "H", "H", "H"], "xyz": [[1.354, 1.602, -0.629], [-0.306, -1.362, -1.948], [0.929, -0.579, -1.929], [1.945, -0.965, -2.620], [3.196, -0.301, -2.485], [4.456, -0.661, -3.054], [5.375, 0.175, -2.500], [4.644, 1.045, -1.603], [3.352, 0.761, -1.597], [-1.189, -0.867, -3.085], [-1.355, -1.642, -4.225], [-2.210, -1.211, -5.233], [-2.858, 0.010, -5.118], [-2.676, 0.795, -3.987], [-1.836, 0.361, -2.973], [-0.812, -1.209, -0.996], [-0.095, -2.423, -2.079], [1.895, -1.839, -3.272], [4.618, -1.449, -3.777], [6.440, 0.203, -2.676], [5.059, 1.838, -0.993], [-0.848, -2.596, -4.321], [-2.369, -1.834, -6.104], [-3.486, 0.361, -5.927], [-3.189, 1.746, -3.903], [-1.693, 0.973, -2.084], [1.488, 0.757, 2.012], [-0.339, -0.672, 2.631], [-1.921, 0.342, 1.640], [-2.010, 1.704, 1.923], [-2.998, 2.451, 1.298], [-3.872, 1.840, 0.403], [-3.774, 0.480, 0.137], [-2.794, -0.284, 0.758], [-0.644, -0.587, 4.730], [-1.888, -0.149, 5.161], [-2.118, -0.103, 6.530], [-1.118, -0.491, 7.415], [0.116, -0.935, 6.954], [0.367, -0.996, 5.590], [0.418, -2.537, 1.912], [-0.396, -3.441, 1.239], [0.170, -4.629, 0.791], [1.514, -4.894, 1.021], [2.309, -3.977, 1.700], [1.763, -2.784, 2.154], [-1.338, 2.176, 2.632], [-3.097, 3.505, 1.526], [-4.646, 2.425, -0.077], [-4.473, 0.004, -0.539], [-2.743, -1.350, 0.569], [-2.669, 0.145, 4.470], [-3.081, 0.225, 6.895], [-1.308, -0.457, 8.480], [0.884, -1.244, 7.649], [1.325, -1.352, 5.232], [-1.451, -3.253, 1.080], [-0.450, -5.356, 0.279], [1.939, -5.831, 0.685], [3.356, -4.186, 1.884], [2.388, -2.072, 2.681], [0.189, 5.498, -2.740], [0.997, 4.536, -2.332], [0.617, 3.358, -2.186], [2.441, 4.910, -2.097], [3.059, 4.213, -0.158], [-0.773, 5.274, -2.951], [0.498, 6.440, -2.916], [2.652, 5.974, -2.126], [3.069, 4.391, -2.816]], "lumo_ha": [-0.397, -0.428], "total_charge": 3, "e_above_lowest_kcal_mol": 12.3}

***

[6]
{"formula": "CuH8O12S2", "method": "ωB97M-V/def2-TZVPD", "symbols": ["Cu", "S", "O", "O", "O", "O", "S", "O", "O", "O", "O", "O", "H", "H", "O", "H", "H", "O", "H", "H", "O", "H", "H"], "xyz": [[-9.658, -11.123, 3.239], [-11.409, -12.783, 0.842], [-12.729, -12.639, 1.469], [-10.471, -12.076, 1.648], [-11.082, -14.160, 0.676], [-11.483, -12.119, -0.459], [-6.847, -12.951, 2.823], [-6.351, -12.917, 4.193], [-5.679, -12.806, 1.942], [-7.476, -14.225, 2.566], [-7.766, -11.823, 2.772], [-9.542, -9.142, 2.176], [-8.836, -8.638, 1.771], [-9.982, -8.517, 2.752], [-8.797, -9.958, 4.903], [-7.920, -9.621, 4.720], [-8.996, -9.642, 5.784], [-9.769, -12.993, 4.583], [-9.768, -13.883, 4.231], [-10.027, -13.098, 5.499], [-11.635, -10.505, 4.006], [-12.265, -11.188, 4.234], [-12.173, -9.769, 3.716]], "lumo_ha": [0.133, 0.133], "total_charge": -2, "spin_multiplicity": 2, "e_above_lowest_kcal_mol": 36.3}

***

[7]
{"formula": "H18O9", "method": "ωB97M-V/def2-TZVPD", "symbols": ["O", "H", "H", "O", "H", "H", "O", "H", "H", "O", "H", "H", "O", "H", "H", "O", "H", "H", "O", "H", "H", "O", "H", "H", "O", "H", "H"], "xyz": [[-1.410, 2.501, 0.451], [-1.753, 2.750, -0.418], [-1.026, 1.639, 0.351], [-0.375, 0.025, 0.557], [0.218, -0.030, 1.313], [0.203, -0.349, -0.085], [-3.823, -0.384, -0.002], [-4.617, -0.541, 0.514], [-3.151, -0.936, 0.274], [3.102, 0.007, 1.069], [2.824, 0.735, 0.486], [3.145, 0.388, 1.928], [0.767, 0.058, 3.156], [0.173, 0.043, 3.913], [0.878, 0.986, 2.870], [1.003, -0.889, -1.476], [0.817, 0.104, -1.465], [1.957, -0.810, -1.526], [1.657, 1.650, -0.880], [2.573, 1.833, -1.049], [1.358, 2.422, -1.339], [0.219, -1.723, -3.743], [0.203, -1.010, -4.372], [0.245, -1.351, -2.857], [-2.024, -2.219, 0.903], [-1.982, -3.133, 0.605], [-1.189, -1.756, 0.823]], "lumo_ha": -0.015, "total_charge": 0, "e_above_lowest_kcal_mol": 68.6}

***

[8]
{"formula": "C39H34Br3KN10O2", "method": "ωB97M-V/def2-TZVPD", "symbols": ["K", "N", "C", "C", "N", "C", "C", "N", "C", "C", "N", "H", "H", "H", "H", "H", "H", "O", "C", "C", "C", "C", "C", "C", "C", "C", "N", "H", "H", "H", "H", "H", "H", "H", "H", "H", "H", "H", "Br", "C", "C", "C", "C", "C", "C", "N", "N", "C", "C", "C", "C", "O", "C", "N", "C", "C", "C", "C", "H", "H", "H", "H", "H", "H", "H", "H", "H", "Br", "C", "C", "C", "C", "C", "N", "H", "H", "H", "H", "Br", "C", "C", "C", "C", "C", "N", "H", "H", "H", "H"], "xyz": [[0.240, -0.878, -0.041], [3.043, -3.555, 2.933], [3.531, -4.357, 1.933], [2.968, -3.883, 0.785], [2.151, -2.822, 1.058], [2.212, -2.639, 2.357], [1.497, -1.606, 3.080], [0.552, -0.857, 2.563], [0.136, -0.023, 3.561], [0.834, -0.273, 4.706], [1.702, -1.285, 4.388], [3.231, -3.675, 3.912], [4.216, -5.165, 2.123], [3.105, -4.237, -0.224], [-0.637, 0.707, 3.389], [0.798, 0.167, 5.686], [2.374, -1.683, 5.018], [-2.928, 1.921, -1.791], [-3.491, 1.373, -2.969], [-3.054, 2.065, -4.261], [-1.585, 1.844, -4.693], [-1.318, 0.414, -5.071], [-1.397, -0.040, -6.384], [-1.180, -1.383, -6.646], [-0.908, -2.239, -5.588], [-0.853, -1.700, -4.312], [-1.029, -0.406, -4.059], [-1.997, 1.672, -1.732], [-4.571, 1.500, -2.865], [-3.276, 0.305, -3.030], [-3.220, 3.138, -4.140], [-3.710, 1.707, -5.060], [-0.902, 2.117, -3.886], [-1.386, 2.499, -5.542], [-1.635, 0.651, -7.183], [-1.230, -1.757, -7.661], [-0.733, -3.294, -5.750], [-0.650, -2.311, -3.444], [0.592, 2.753, 7.475], [1.109, 3.687, 5.894], [1.835, 3.027, 4.914], [2.184, 3.698, 3.754], [1.833, 5.046, 3.578], [1.135, 5.690, 4.605], [0.759, 5.017, 5.750], [2.310, 5.834, 2.530], [2.496, 5.481, 1.338], [2.028, 4.339, 0.718], [2.848, 3.886, -0.324], [2.670, 2.672, -0.939], [1.596, 1.807, -0.610], [1.456, 0.665, -1.118], [0.615, 2.347, 0.348], [-0.512, 1.623, 0.526], [-1.456, 2.097, 1.308], [-1.366, 3.338, 1.950], [-0.228, 4.085, 1.785], [0.831, 3.594, 0.995], [2.124, 1.994, 5.051], [2.751, 3.189, 2.985], [0.889, 6.738, 4.482], [0.209, 5.524, 6.530], [3.700, 4.509, -0.571], [3.375, 2.326, -1.685], [-2.345, 1.482, 1.417], [-2.191, 3.704, 2.546], [-0.162, 5.070, 2.223], [-1.165, -3.979, 2.365], [-2.638, -3.153, 1.502], [-3.883, -3.757, 1.588], [-4.937, -3.131, 0.941], [-4.709, -1.944, 0.263], [-3.423, -1.430, 0.251], [-2.396, -2.031, 0.856], [-4.015, -4.677, 2.136], [-5.926, -3.569, 0.973], [-5.512, -1.430, -0.247], [-3.191, -0.497, -0.256], [-1.109, -5.077, -1.368], [0.588, -4.571, -2.053], [1.369, -5.507, -2.713], [2.573, -5.061, -3.238], [2.942, -3.734, -3.070], [2.085, -2.892, -2.381], [0.917, -3.309, -1.887], [1.044, -6.531, -2.816], [3.212, -5.748, -3.778], [3.877, -3.364, -3.467], [2.316, -1.843, -2.215]], "lumo_ha": -0.002, "total_charge": 0, "e_above_lowest_kcal_mol": 15.1}

***

Computed DFT total energy, in the same sequence as the records: -387.633402 -2530.942648 -4420.996044 -1786.571952 -2604.904767 -3344.493638 -687.916430 -10526.621944 Ha.